A.
A cluster of 4 separate species, C3H12O4 in total, computed with ωB97M-V/def2-TZVPD.

Cartesian coordinates (Å):
C (-0.12, -1.42, 0.63)
C (0.13, -0.13, 0.45)
O (0.92, 0.30, -0.60)
C (-0.40, 0.99, 1.30)
H (-0.70, -1.79, 1.46)
H (0.33, -2.15, -0.02)
H (1.86, 0.26, -0.35)
H (-0.87, 0.64, 2.21)
H (-1.14, 1.54, 0.72)
H (0.42, 1.68, 1.50)
H (-1.58, 1.32, -2.20)
H (-0.46, 0.33, -1.91)
O (-1.32, 0.40, -2.35)
H (3.97, -0.96, 0.25)
H (4.45, 0.42, -0.15)
O (3.65, -0.13, -0.12)
H (-2.48, -0.19, -0.77)
H (-3.49, -1.01, 0.06)
O (-3.17, -0.10, -0.10)

Results
orbital gap	9.5	eV
SMILES string	C=C(C)O.O.O.O
net charge	0
E_HOMO	-0.3413	Ha

B.
A cluster of 4 separate species, C3H12O4 in total, computed with ωB97M-V/def2-TZVPD.

Cartesian coordinates (Å):
C (-1.31, 0.07, 0.96)
O (-0.44, 1.13, 1.37)
C (-2.25, 0.52, -0.16)
C (-1.92, 0.82, -1.39)
H (-0.68, -0.76, 0.61)
H (-1.93, -0.16, 1.82)
H (-0.30, 1.72, 0.63)
H (-3.25, 0.74, 0.21)
H (-2.64, 1.14, -2.13)
H (-0.90, 0.76, -1.78)
H (2.00, 0.19, 0.56)
H (2.75, 1.51, 0.32)
O (2.42, 0.75, -0.13)
H (0.12, -1.22, -1.79)
H (1.45, -0.41, -1.45)
O (1.06, -1.26, -1.65)
H (1.30, -2.46, 1.40)
H (1.39, -1.77, 0.07)
O (1.23, -1.58, 1.01)

Results
orbital gap	10.8	eV
SMILES string	C=CCO.O.O.O
net charge	0
E_HOMO	-0.3712	Ha

Energies relative to the most stable structure, in kcal/mol: A 0.0; B 14.4.

A.
A cluster of 4 separate species, C3H12O4 in total, computed with ωB97M-V/def2-TZVPD.

Cartesian coordinates (Å):
C (3.41, -0.20, 0.74)
C (2.32, -0.25, -0.32)
C (1.15, 0.36, -0.19)
O (0.12, 0.22, -1.06)
H (3.75, -1.22, 0.94)
H (4.28, 0.38, 0.40)
H (2.95, 0.43, 1.49)
H (2.48, -0.83, -1.26)
H (1.02, 0.99, 0.69)
H (-0.54, 0.93, -0.97)
H (-2.59, 1.30, -0.13)
H (-2.29, 2.81, -0.18)
O (-1.89, 1.95, -0.35)
H (-1.12, -2.49, 0.06)
H (-0.89, -1.20, -0.81)
O (-1.56, -1.81, -0.44)
H (-2.95, -0.81, 0.15)
H (-4.13, -0.53, 0.93)
O (-3.54, -0.04, 0.33)

Results
orbital gap	9.4	eV
SMILES string	C/C=C/O.O.O.O
net charge	0
E_HOMO	-0.3195	Ha

B.
A cluster of 3 separate species, C3H12O4 in total, computed with ωB97M-V/def2-TZVPD.

Cartesian coordinates (Å):
C (0.20, 1.69, -0.07)
O (-0.15, 2.78, -0.91)
C (-0.34, 0.42, -0.74)
C (0.28, -0.88, -0.31)
O (-0.60, -1.98, -0.18)
H (1.28, 1.53, -0.03)
H (-0.16, 1.84, 0.96)
H (0.22, 3.56, -0.48)
H (-1.44, 0.41, -0.65)
H (-0.29, 0.49, -1.84)
H (1.14, -1.13, -0.95)
H (0.75, -0.63, 0.65)
H (-0.33, -2.58, 0.53)
H (2.96, -0.55, 2.64)
H (2.87, -1.08, 1.22)
O (2.88, -0.27, 1.74)
H (-3.47, -0.81, -1.08)
H (-2.44, -1.55, -0.28)
O (-3.38, -1.27, -0.24)

Results
orbital gap	10.7	eV
SMILES string	OCCCO.O.O
net charge	0
E_HOMO	-0.3814	Ha

Energies relative to the most stable structure, in kcal/mol: A 0.0; B 12.6.

A.
A cluster of 3 separate species, C3H12O4 in total, computed with ωB97M-V/def2-TZVPD.

Cartesian coordinates (Å):
C (-0.61, 0.15, 1.52)
O (-0.59, 0.93, 2.70)
C (-0.23, 0.95, 0.28)
C (-0.21, 0.05, -0.96)
O (0.37, 0.71, -2.07)
H (-1.62, -0.25, 1.36)
H (0.14, -0.64, 1.67)
H (-0.44, 1.85, 2.47)
H (0.75, 1.40, 0.41)
H (-0.97, 1.73, 0.10)
H (-1.23, -0.28, -1.13)
H (0.41, -0.83, -0.75)
H (-0.31, 1.13, -2.61)
H (-1.65, -3.02, 0.98)
H (-1.38, -3.35, -0.50)
O (-1.65, -2.64, 0.10)
H (3.39, 0.64, -0.47)
H (2.55, 0.48, -1.74)
O (3.29, 0.98, -1.36)

Results
orbital gap	10.8	eV
SMILES string	OCCCO.O.O
net charge	0
E_HOMO	-0.3788	Ha

B.
A cluster of 4 separate species, C3H12O4 in total, computed with ωB97M-V/def2-TZVPD.

Cartesian coordinates (Å):
C (-0.84, 1.61, -0.13)
O (-0.89, 0.18, -0.13)
C (0.57, 2.15, -0.14)
C (1.62, 1.38, -0.42)
H (-1.28, 1.93, 0.83)
H (-1.42, 1.99, -0.96)
H (-1.01, -0.06, 0.81)
H (0.68, 3.20, 0.02)
H (2.61, 1.82, -0.42)
H (1.64, 0.33, -0.66)
H (-0.43, -1.50, -2.98)
H (-0.82, -1.25, -1.46)
O (-0.94, -1.82, -2.24)
H (0.45, -1.41, 0.26)
H (1.61, -2.36, -0.07)
O (1.41, -1.49, 0.33)
H (0.18, -1.12, 2.52)
H (-1.24, -1.27, 3.07)
O (-0.72, -0.78, 2.41)

Results
orbital gap	9.9	eV
SMILES string	C=CCO.O.O.O
net charge	0
E_HOMO	-0.3496	Ha

C.
A cluster of 4 separate species, C3H12O4 in total, computed with ωB97M-V/def2-TZVPD.

Cartesian coordinates (Å):
C (2.40, -2.77, -0.26)
C (1.09, -2.15, 0.22)
C (0.80, -0.86, 0.24)
O (-0.31, -0.28, 0.79)
H (2.44, -3.21, -1.25)
H (2.60, -3.51, 0.53)
H (3.05, -1.94, -0.22)
H (0.29, -2.88, 0.47)
H (1.66, -0.19, 0.16)
H (-0.04, 0.68, 1.07)
H (-0.62, 3.00, 0.74)
H (0.87, 3.15, 0.94)
O (0.14, 2.61, 1.16)
H (-2.91, -0.35, -0.79)
H (-1.35, 0.18, -0.77)
O (-2.27, 0.34, -1.17)
H (-2.51, 1.93, -0.45)
H (-3.09, 3.29, -0.88)
O (-2.24, 2.97, -0.53)

Results
orbital gap	9.5	eV
SMILES string	C/C=C/O.O.O.O
net charge	0
E_HOMO	-0.3248	Ha

Energies relative to the most stable structure, in kcal/mol: A 0.0; B 5.6; C 8.5.

A.
A cluster of 4 separate species, C3H12O4 in total, computed with ωB97M-V/def2-TZVPD.

Cartesian coordinates (Å):
C (1.35, 0.79, -1.04)
O (0.27, 0.84, -0.06)
C (2.61, 0.17, -0.38)
C (2.56, -0.98, 0.24)
H (1.18, 0.04, -1.90)
H (1.56, 1.86, -1.29)
H (-0.53, 0.60, -0.64)
H (3.34, 0.93, -0.42)
H (3.23, -1.57, 0.93)
H (1.60, -1.60, 0.32)
H (-0.92, 0.52, 3.00)
H (-0.20, 0.47, 1.28)
O (-0.98, 0.08, 2.08)
H (-1.88, -1.44, 1.01)
H (-3.32, -1.41, 1.25)
O (-2.74, -1.37, 0.54)
H (-2.32, 1.49, -1.83)
H (-2.78, 0.06, -1.30)
O (-2.03, 0.49, -1.79)

Results
orbital gap	10.8	eV
SMILES string	C=CCO.O.O.O
net charge	0
E_HOMO	-0.3710	Ha

B.
A cluster of 4 separate species, C3H12O4 in total, computed with ωB97M-V/def2-TZVPD.

Cartesian coordinates (Å):
C (2.46, 1.92, -1.88)
C (1.17, 1.33, -1.35)
C (1.19, 0.18, -0.69)
O (0.01, -0.56, -0.64)
H (3.01, 2.48, -1.13)
H (2.30, 2.52, -2.77)
H (3.13, 1.13, -2.24)
H (0.24, 1.88, -1.45)
H (2.09, -0.40, -0.53)
H (0.26, -1.46, -0.46)
H (-1.35, -2.37, 1.22)
H (-0.59, -3.60, 1.12)
O (-0.66, -2.76, 0.65)
H (-2.87, 0.68, 0.40)
H (-1.41, 0.73, 0.01)
O (-2.11, 1.27, 0.39)
H (-1.16, 0.06, 1.96)
H (-1.49, -0.34, 3.40)
O (-1.15, -0.69, 2.57)

Results
orbital gap	9.1	eV
SMILES string	C/C=C/O.O.O.O
net charge	0
E_HOMO	-0.3134	Ha

Energies relative to the most stable structure, in kcal/mol: A 36.1; B 0.0.

A.
A cluster of 2 separate species, C2H8NPS in total, computed with ωB97M-V/def2-TZVPD.

Cartesian coordinates (Å):
C (1.71, 0.71, 0.34)
C (0.47, -1.79, -0.27)
N (-1.69, 0.87, -0.65)
P (-2.31, -0.14, 0.57)
S (1.08, -0.41, -0.96)
H (2.73, 0.39, 0.40)
H (1.27, 0.62, 1.43)
H (1.46, 1.71, -0.01)
H (0.39, -2.03, 0.86)
H (-0.08, -2.53, -0.89)
H (-0.79, 0.76, -0.97)
H (-2.20, 1.10, -1.43)
H (-2.04, 0.74, 1.60)

Results
orbital gap (alpha / beta)	6.7 / 8.2	eV
net charge	0
E_HOMO (alpha / beta)	-0.2617 / -0.2892	Ha

B.
An isolated molecule of C2H8NPS, computed with ωB97M-V/def2-TZVPD.

Cartesian coordinates (Å):
C (1.63, -0.55, 0.78)
C (-0.95, 0.89, 0.83)
N (-0.55, -1.55, -0.42)
P (0.20, -0.13, -0.17)
S (-0.08, 0.74, -2.12)
H (2.32, -0.66, -0.11)
H (2.05, 0.41, 1.25)
H (-1.91, 0.98, 0.36)
H (-1.16, 0.38, 1.72)
H (-0.50, 1.79, 0.95)
H (-0.22, -2.45, -0.24)
H (-1.24, -1.65, -1.14)
H (0.41, 1.80, -1.69)

Results
orbital gap	8.8	eV
SMILES string	C=[P@](C)(N)S
net charge	0
E_HOMO	-0.2973	Ha

C.
A cluster of 2 separate species, C2H8NPS in total, computed with ωB97M-V/def2-TZVPD.

Cartesian coordinates (Å):
C (-1.00, -0.67, 1.65)
C (0.33, -1.47, -0.80)
N (0.05, 1.98, -0.55)
P (-1.12, -0.72, 0.01)
S (-2.71, -0.43, -1.01)
H (-1.82, -0.20, 2.23)
H (-0.03, -0.80, 2.06)
H (0.64, -2.55, -0.55)
H (0.25, -1.45, -1.93)
H (1.29, -1.03, -0.66)
H (-0.24, 1.69, -1.43)
H (-0.68, 2.57, -0.06)
H (1.00, 2.51, -0.61)

Results
orbital gap	8.8	eV
SMILES string	C=P(C)=S.N
net charge	0
E_HOMO	-0.3033	Ha

Energies relative to the most stable structure, in kcal/mol: A 64.8; B 9.8; C 0.0.

A.
A structure of composition C12H23HgN5O6S, computed with ωB97M-V/def2-TZVPD.

Cartesian coordinates (Å):
O (-0.77, 0.55, -3.76)
H (-0.62, 1.46, -4.08)
Hg (-0.51, -0.18, 0.11)
N (-0.62, 2.05, -0.54)
N (1.62, 0.83, -0.78)
N (-1.83, -1.87, 0.65)
N (0.77, -1.91, 0.67)
O (-1.65, 2.63, -0.12)
O (-3.11, -1.75, 0.56)
O (2.11, -1.81, 0.81)
O (2.77, 0.29, -0.55)
C (1.64, 2.14, -1.16)
C (0.39, 2.81, -1.06)
C (-1.29, -2.90, 1.31)
C (0.16, -2.90, 1.33)
C (0.17, 4.24, -1.37)
H (-0.22, 4.37, -2.40)
H (1.09, 4.83, -1.29)
H (-0.58, 4.65, -0.69)
C (2.94, 2.78, -1.47)
H (3.50, 2.17, -2.19)
H (3.55, 2.87, -0.56)
H (2.80, 3.78, -1.89)
C (-2.08, -3.95, 2.02)
C (1.00, -3.88, 2.07)
H (-3.13, -3.90, 1.71)
H (-2.04, -3.81, 3.11)
H (-1.68, -4.95, 1.80)
H (2.05, -3.59, 1.93)
H (0.83, -4.89, 1.70)
H (0.75, -3.87, 3.14)
H (-2.88, -0.57, -0.61)
H (2.37, -0.97, 0.24)
C (-0.04, -0.53, -4.21)
H (-0.28, -0.88, -5.19)
H (-0.25, -1.33, -3.50)
H (1.01, -0.29, -4.15)
O (-2.23, -0.23, -1.34)
H (-1.28, 0.44, -2.90)
H (-2.09, -1.05, -1.83)
S (0.95, 1.32, 4.08)
C (-0.82, 1.37, 4.07)
C (-1.28, 1.13, 2.81)
N (-0.25, 0.97, 1.91)
C (0.98, 0.98, 2.42)
H (-1.45, 1.54, 4.93)
H (-2.29, 1.04, 2.45)
H (1.86, 0.77, 1.83)

Results
orbital gap (alpha / beta)	4.5 / 4.5	eV
net charge	0
E_HOMO (alpha / beta)	-0.1989 / -0.1979	Ha

B.
A structure of composition C12H23HgN5O6S, computed with ωB97M-V/def2-TZVPD.

Cartesian coordinates (Å):
O (2.90, 0.53, 1.46)
H (3.71, 0.49, 2.00)
Hg (0.85, -0.35, -0.06)
N (0.72, 1.65, 0.93)
N (-0.36, -0.35, 2.06)
N (0.60, -0.38, -2.25)
N (-0.87, -1.86, -0.68)
O (0.69, 2.69, 0.30)
O (1.09, 0.60, -3.10)
O (-1.85, -2.35, 0.12)
O (-1.28, -1.16, 2.48)
C (0.12, 0.57, 2.95)
C (0.74, 1.66, 2.33)
C (-0.18, -1.27, -2.83)
C (-0.97, -2.13, -1.96)
C (1.39, 2.80, 3.00)
H (2.47, 2.81, 2.82)
H (1.25, 2.81, 4.08)
H (0.99, 3.73, 2.60)
C (-0.03, 0.44, 4.42)
H (0.45, -0.46, 4.82)
H (-1.10, 0.40, 4.68)
H (0.39, 1.30, 4.97)
C (-0.31, -1.24, -4.30)
C (-1.91, -3.12, -2.52)
H (0.51, -0.66, -4.72)
H (-1.24, -0.74, -4.61)
H (-0.33, -2.24, -4.74)
H (-2.62, -3.48, -1.78)
H (-1.38, -4.00, -2.91)
H (-2.47, -2.70, -3.37)
H (1.78, 1.06, -2.56)
H (-1.62, -1.88, 1.00)
C (2.13, -1.97, 0.60)
H (3.03, -1.47, 0.96)
H (2.35, -2.59, -0.26)
H (1.65, -2.49, 1.41)
O (3.37, 1.21, -0.87)
H (3.22, 1.05, 0.17)
H (3.94, 0.47, -1.11)
S (-4.24, 1.39, -0.18)
C (-3.33, 2.33, -1.33)
C (-1.99, 1.96, -1.26)
N (-1.70, 0.99, -0.33)
C (-2.78, 0.59, 0.30)
H (-3.75, 3.07, -1.98)
H (-1.20, 2.40, -1.86)
H (-2.85, -0.15, 1.09)

Results
orbital gap (alpha / beta)	4.8 / 4.8	eV
net charge	0
E_HOMO (alpha / beta)	-0.2572 / -0.2575	Ha

Energies relative to the most stable structure, in kcal/mol: A 13.9; B 0.0.

A.
A cluster of 2 separate species, C2H3N2O2 in total, computed with ωB97M-V/def2-TZVPD.

Cartesian coordinates (Å):
C (-0.11, 0.94, -0.53)
C (-0.20, -0.22, 0.36)
N (0.68, -1.96, -0.45)
N (0.52, 0.81, 0.71)
O (1.02, 1.54, 1.60)
O (-0.10, -2.91, -0.39)
H (0.46, 0.75, -1.48)
H (-1.04, 1.55, -0.52)
H (-1.22, -0.49, 0.70)

Results
orbital gap (alpha / beta)	6.1 / 6.2	eV
net charge	-1
E_HOMO (alpha / beta)	-0.0599 / -0.0595	Ha

B.
The ion C2H3N2O2 with charge -1, computed with ωB97M-V/def2-TZVPD.

Cartesian coordinates (Å):
C (1.76, 0.13, -0.03)
C (-1.18, 0.33, 0.17)
N (2.60, 0.60, 0.59)
N (0.88, -0.49, -0.71)
O (0.47, -1.75, -0.35)
O (-0.32, 0.41, -1.04)
H (-0.74, 1.00, 0.95)
H (-1.20, -0.78, 0.57)
H (-2.27, 0.56, -0.14)

Results
orbital gap	7.3	eV
SMILES string	CON([O-])C#N
net charge	-1
E_HOMO	-0.1066	Ha

Energies relative to the most stable structure, in kcal/mol: A 73.8; B 0.0.

A.
A structure of composition C2H3N2O2, computed with ωB97M-V/def2-TZVPD.

Cartesian coordinates (Å):
C (0.52, -0.95, 0.31)
C (0.17, 0.59, 0.32)
N (0.97, -1.30, 1.49)
N (0.89, -0.50, 2.43)
O (1.80, -0.29, 3.33)
O (0.38, 1.01, 1.55)
H (0.04, -1.60, -0.28)
H (0.62, 0.98, -0.60)
H (-0.92, 0.62, -0.05)

Results
orbital gap	6.9	eV
net charge	-1
E_HOMO	-0.0877	Ha

B.
The ion C2H3N2O2 with charge -1, computed with ωB97M-V/def2-TZVPD.

Cartesian coordinates (Å):
C (-0.27, 1.15, 0.35)
C (-0.54, -0.31, -0.17)
N (-1.20, 1.92, 0.29)
N (-1.94, -0.40, -0.21)
O (-2.41, -1.31, 0.55)
O (-2.43, 0.70, -0.52)
H (0.80, 1.21, 0.63)
H (0.06, -0.22, -1.04)
H (-0.26, -1.06, 0.57)

Results
orbital gap (alpha / beta)	6.3 / 6.3	eV
net charge	-1
E_HOMO (alpha / beta)	-0.0678 / -0.0687	Ha

C.
A cluster of 2 separate species, C2H3N2O2 in total, computed with ωB97M-V/def2-TZVPD.

Cartesian coordinates (Å):
C (0.57, 0.35, 0.10)
C (-0.80, 0.32, -0.09)
N (-1.75, 1.20, -0.09)
N (-3.61, -0.07, -0.04)
O (-4.65, 0.57, 0.08)
O (-3.50, -1.29, -0.04)
H (1.05, -0.58, -0.10)
H (1.17, 1.23, 0.12)
H (-1.00, -0.81, -0.25)

Results
orbital gap (alpha / beta)	6.6 / 6.6	eV
net charge	-1
E_HOMO (alpha / beta)	-0.1143 / -0.1141	Ha

D.
The ion C2H3N2O2 with charge -1, computed with ωB97M-V/def2-TZVPD.

Cartesian coordinates (Å):
C (1.53, 1.07, -1.75)
C (-0.92, -0.85, 1.01)
N (0.71, 0.95, -0.87)
N (0.35, 1.13, 0.37)
O (1.81, 0.95, -2.93)
O (0.36, -0.18, 1.09)
H (-1.37, -1.05, 0.06)
H (-1.56, -0.15, 1.53)
H (-0.91, -1.87, 1.49)

Results
orbital gap (alpha / beta)	6.3 / 6.3	eV
net charge	-1
E_HOMO (alpha / beta)	-0.0734 / -0.0735	Ha

Energies relative to the most stable structure, in kcal/mol: A 22.9; B 38.6; C 41.0; D 0.0.